125
Properties=species:S:1:pos:R:3:forces:R:3:mulliken_charge:R:1 method="wB97M-V/def2-TZVPD" mol_weight_g_mol=984.55 gap_ev=6.9 total_charge=+3 de_lowest_kcal_mol=4.0 lumo_energy_ev=-6.289
Ca 0.301760 2.351175 0.305275 0.196 -0.041 -0.144 2.527
Cl -7.735931 -0.911968 4.835406 -0.011 0.075 0.069 -0.215
P -0.348851 5.186059 -0.733563 0.184 0.142 0.072 1.313
F 3.035046 -3.972729 -0.328726 0.003 -0.008 0.001 -0.331
O 2.021326 0.856523 0.090106 0.206 -0.216 -0.021 -0.409
O 4.311173 4.304602 -0.521004 -0.194 -0.098 0.056 -0.654
O -0.665713 5.252853 0.738841 -0.158 0.059 0.005 -0.994
O -0.138855 3.817705 -1.328746 -0.174 0.501 -0.378 -0.900
O -4.544151 -3.149687 -2.913660 -0.057 -0.003 0.132 -0.659
O 2.426629 3.550045 0.402315 -0.091 1.325 -0.120 -0.222
N 5.790355 -4.208320 -0.993505 0.032 0.038 -0.045 0.221
N -0.768298 0.352308 -0.464978 -0.172 -0.390 -0.293 0.348
N 0.268959 2.047933 2.664080 -0.174 -0.091 0.488 0.130
N -1.879224 -1.303630 -1.334046 0.339 -0.069 -0.017 0.916
N -1.536040 -1.721155 -0.098641 0.048 -0.015 -0.051 -0.848
N 5.980439 0.631463 -0.909948 -0.043 0.001 0.023 0.301
N 1.897172 6.268812 0.197064 0.176 -0.516 -0.068 -0.607
N -2.539623 6.692071 -0.370521 -0.079 0.063 -0.066 -0.191
N 7.149772 -5.936313 -2.344916 0.005 0.041 -0.035 -0.143
N -1.984890 2.532070 1.167993 -0.249 -0.026 0.308 0.851
C -5.741232 -2.057406 3.422470 -0.001 -0.014 -0.040 -1.039
C -3.383605 2.266874 3.118833 0.010 -0.003 0.014 1.077
C -4.711602 -0.195257 -0.533697 0.010 -0.014 -0.004 -0.783
C -5.441289 -3.711410 0.018526 -0.115 -0.124 -0.043 -1.286
C 1.344166 1.809440 3.391310 0.095 -0.005 0.001 -0.299
C -2.385020 1.698898 5.245371 0.062 -0.003 -0.035 -1.051
C -7.372895 -2.648744 1.264921 -0.047 -0.058 0.044 -0.059
C -1.082705 1.718549 4.637982 -0.015 0.065 0.071 1.077
C -2.654361 -2.136045 -2.231387 0.027 -0.063 -0.087 -2.223
C 7.403515 0.584124 -1.194294 0.026 0.008 -0.015 -0.297
C -0.940542 2.014262 3.276242 -0.115 -0.015 0.002 0.063
C 3.228894 0.817501 -0.212703 -0.028 -0.038 0.104 0.640
C 3.888651 -0.467030 -0.449639 0.021 -0.031 0.035 0.901
C -4.563107 -0.136946 -3.040938 0.018 0.097 0.002 -2.039
C 3.158701 -1.652970 -0.330942 0.061 0.022 -0.012 -0.545
C 5.142876 -2.974775 -0.812815 -0.051 -0.012 0.006 -0.975
C -7.083286 -1.710335 3.443749 -0.003 -0.004 -0.046 0.390
C 4.065283 1.965668 -0.349894 0.075 0.002 -0.031 -0.235
C -4.127693 -2.320456 -1.825093 -0.065 -0.258 -0.176 1.162
C -3.067504 2.765210 0.455464 -0.018 -0.019 -0.049 -0.495
C 6.028677 -6.561592 -1.567903 0.042 -0.036 -0.044 -0.790
C 5.386403 1.806842 -0.690290 -0.003 0.035 0.010 -0.342
C -2.129094 2.285141 2.489297 -0.008 -0.019 0.037 -0.740
C -1.400211 -0.082914 -1.544397 0.017 0.195 0.038 -0.550
C -3.486227 1.966863 4.520006 -0.001 -0.005 -0.063 -0.999
C 7.100785 -4.426616 -0.401096 0.059 0.011 0.067 -0.685
C 8.011598 -5.082665 -1.441666 0.008 -0.062 -0.057 -0.750
C 3.771752 -2.859219 -0.499997 0.038 0.001 0.015 0.042
C -4.131155 -3.105440 -0.503500 0.134 -0.071 0.004 -0.845
C 7.858301 0.190745 -2.570211 0.023 0.012 0.028 -0.423
C -1.836562 5.988857 -1.501403 -0.059 -0.039 -0.072 -1.028
C -0.881807 -0.700929 0.389210 0.086 0.118 0.141 -1.338
C -7.908673 -2.009547 2.374706 0.044 0.011 -0.007 -1.022
C -6.442038 -1.270019 -1.939198 -0.067 0.002 -0.077 -2.125
C 5.856715 -1.793268 -0.956046 -0.079 0.039 -0.001 -0.659
C -4.360278 2.788235 0.990393 0.105 0.040 0.097 -1.510
C 1.081497 6.284496 -1.022878 -0.009 0.157 -0.085 -0.683
C 5.049341 -5.458550 -1.151722 -0.051 -0.043 0.005 -0.694
C -5.225996 -2.695476 2.306967 0.005 0.032 0.029 0.135
C 3.623983 3.371276 -0.178340 0.389 0.089 -0.099 0.487
C 5.247710 -0.547591 -0.770859 0.009 -0.022 -0.037 -0.606
C 0.085019 1.467628 5.379372 0.026 -0.007 -0.014 -0.615
C -4.514486 2.537278 2.330361 -0.044 0.017 -0.052 -0.619
C 7.994249 1.610119 -2.107824 0.010 -0.021 0.003 -1.029
C -6.027652 -2.990713 1.206138 -0.073 -0.028 0.086 -0.017
C 1.304889 1.517036 4.758212 -0.009 0.004 -0.037 -1.183
C -4.941794 -0.992737 -1.827011 0.056 0.137 0.126 2.927
H -3.681169 -2.484483 0.275380 -0.147 -0.153 -0.160 0.223
H 0.007851 1.242297 6.435216 -0.005 -0.001 0.019 0.473
H -5.497296 2.531149 2.785693 0.001 -0.016 0.008 0.510
H 7.544908 -3.490540 -0.076302 -0.010 -0.010 -0.008 0.476
H -8.031775 -2.903430 0.442938 0.010 0.009 -0.011 0.482
H 7.090743 -0.011486 -3.304452 -0.016 -0.004 -0.010 0.230
H 8.749626 -0.415186 -2.649810 0.012 -0.008 -0.013 0.324
H -5.231170 0.762027 -0.607451 -0.024 -0.026 -0.048 0.605
H 4.546211 -5.788195 -0.238887 0.015 0.007 -0.013 0.390
H 8.512532 -4.358582 -2.081474 0.000 0.009 0.037 0.441
H -3.583742 0.333911 -2.935504 -0.047 -0.009 -0.025 0.084
H -6.828394 -1.798635 -1.075948 -0.035 -0.043 0.050 0.338
H -3.553499 6.591544 -0.410144 0.034 0.016 0.024 0.350
H 6.012663 2.683023 -0.789082 -0.016 -0.003 0.002 0.810
H -1.634143 6.687312 -2.309558 0.016 -0.002 0.010 0.481
H 7.019561 -5.058026 0.490857 0.001 -0.002 -0.010 0.318
H -2.193762 -3.122251 -2.257903 -0.001 0.037 0.000 0.531
H -4.466840 1.954301 4.975328 -0.049 -0.001 0.012 0.515
H -2.143819 6.243958 0.492921 0.040 -0.050 0.082 0.328
H -0.468393 -0.708686 1.385359 0.020 0.003 0.022 0.786
H -5.361216 -3.600571 -2.676636 -0.017 -0.002 -0.024 0.566
H 1.413243 6.741071 0.954852 0.110 -0.178 -0.006 0.204
H -4.570363 -0.723001 -3.959998 -0.024 -0.025 -0.012 0.427
H 7.991222 0.260293 -0.343693 -0.003 0.012 -0.006 0.436
H -2.581243 -1.705044 -3.228799 -0.049 -0.021 0.071 0.409
H -2.326153 7.689291 -0.340783 -0.008 -0.023 0.001 0.353
H -8.957700 -1.754597 2.413501 -0.032 0.008 0.003 0.459
H -3.428245 -3.926394 -0.657823 0.036 0.018 -0.020 0.668
H 6.896350 -1.829075 -1.241890 0.014 -0.008 -0.004 0.887
H -5.289156 0.668266 -3.157670 -0.012 0.021 -0.007 0.494
H -5.112101 -0.717205 0.339812 0.023 0.070 -0.084 -0.475
H 2.222241 1.336568 5.298748 0.015 0.002 0.007 0.462
H -5.220388 -4.737536 0.323808 -0.060 0.027 0.028 0.368
H -2.494338 5.205925 -1.873196 0.018 -0.001 -0.005 0.292
H 4.291692 -5.327154 -1.923115 -0.004 -0.004 0.023 0.523
H -5.210649 2.971910 0.349592 -0.014 0.024 0.004 0.554
H -2.458396 1.468611 6.299575 0.003 -0.003 0.028 0.464
H -4.180211 -2.981940 2.303686 -0.006 -0.002 0.019 0.475
H 2.292000 1.852561 2.866024 0.014 -0.011 0.013 0.458
H -6.974714 -0.319346 -1.992134 -0.015 0.013 0.006 0.532
H 6.494414 -7.059686 -0.719275 -0.048 -0.007 -0.001 0.365
H -3.654816 0.016933 -0.343339 -0.150 0.017 0.016 -0.182
H 0.745871 7.294905 -1.281531 -0.058 -0.021 -0.093 0.531
H 2.109469 -1.614663 -0.072036 -0.025 0.010 -0.006 0.707
H -2.911031 2.917208 -0.609013 -0.008 0.010 -0.021 0.783
H 5.547708 -7.312655 -2.190553 -0.012 0.017 0.024 0.400
H 2.793657 6.716249 0.038240 -0.025 0.040 0.012 0.293
H 8.754089 -5.737256 -0.988371 0.001 0.034 0.012 0.378
H 7.716065 -6.647557 -2.810054 -0.009 0.010 0.022 0.352
H -5.118252 -1.847742 4.280445 0.018 0.007 0.027 0.502
H -1.534615 0.454548 -2.468267 0.052 0.006 0.011 0.521
H 6.751211 -5.342466 -3.075016 0.006 -0.024 0.016 0.379
H 7.334552 2.335922 -2.560944 -0.011 0.014 -0.006 0.361
H -6.686502 -1.824559 -2.846061 0.007 0.020 0.008 0.430
H 8.973012 1.986793 -1.851953 0.011 0.001 -0.007 0.265
H 1.665874 5.903650 -1.861521 -0.005 0.014 0.010 0.349
H 2.278866 4.600802 0.394467 0.030 -0.690 0.257 0.062
H -6.204785 -3.809285 -0.758866 0.053 0.014 0.019 0.497